C3H8N2O | the ωB97M-V functional and the def2-TZVPD basis

```
14
Properties=species:S:1:pos:R:3:mulliken_charge:R:1
H -1.6110 -0.8328 -0.1125 0.289
N -1.7398 -1.4308 0.6993 -0.634
C -0.7769 -1.0463 1.4591 -0.007
N 0.3104 -0.1685 1.2184 -0.370
O 0.1494 0.6858 0.0941 -0.259
C 0.9574 0.2329 -1.0201 0.037
C 0.8150 1.3550 -2.0154 -1.179
H -0.7565 -1.4157 2.4785 0.365
H 0.4538 0.4779 2.0163 0.270
H 2.0436 0.1581 -0.6834 0.285
H 0.5592 -0.7463 -1.4382 0.231
H 1.0017 2.3438 -1.6662 0.336
H -0.2351 1.3801 -2.3707 0.297
H 1.3818 1.0935 -2.9414 0.339
```

## Properties
* DFT total energy: -303.772383 hartree
* ΔE to the lowest compared entry with this formula, charge and spin: 3.258 eV
* frontier orbital gap: 10.7 eV
* max |F|: 2.8 eV Å⁻¹
* SMILES: [H]/N=C\NOCC
* net charge: 0

C3H8N2O | the ωB97M-V functional and the def2-TZVPD basis

```
14
Properties=species:S:1:pos:R:3:mulliken_charge:R:1
H 2.3515 -1.0142 0.9146 0.189
N 1.3473 -1.1432 0.7548 -0.585
C 0.8163 -0.2702 -0.0672 0.091
N 1.4442 0.7108 -0.7449 -0.402
C -0.6684 -0.4302 0.0963 0.402
C -1.3840 0.8024 0.6060 -1.214
O -1.2540 -0.8549 -1.1363 -0.512
H 2.4093 0.5823 -1.0109 0.240
H 0.8537 1.2616 -1.3552 0.225
H -0.2396 -1.2469 1.0483 0.264
H -2.4082 0.5488 0.8908 0.314
H -1.4647 1.5676 -0.1777 0.314
H -0.8674 1.2453 1.4610 0.325
H -0.9360 -1.7590 -1.2796 0.348
```

## Properties
* DFT total energy: -303.797614 hartree
* ΔE to the lowest compared entry with this formula, charge and spin: 2.572 eV
* frontier orbital gap: 9.9 eV
* max |F|: 4.1 eV Å⁻¹
* SMILES: [H]/N=C(\N)[C@@H](C)O
* net charge: 0

C3H8N2O | the ωB97M-V functional and the def2-TZVPD basis

```
14
Properties=species:S:1:pos:R:3:lowdin_spin:R:1
O 1.6952 0.3275 -1.2322 0.005
C 2.0425 0.1295 -0.0815 -0.001
C 1.3858 0.7529 1.0881 0.000
H 2.8859 -0.5574 0.0657 0.000
H 0.7954 0.0392 1.6621 0.000
H 2.2085 1.0992 1.7124 0.000
H 0.7923 1.6359 0.8515 0.000
N -0.9849 -0.1683 -1.2706 0.546
C -1.8079 -0.9135 -0.4992 0.019
N -2.7759 -0.2876 0.0679 0.402
H 0.0286 0.1242 -1.1509 0.011
H -1.4988 0.6259 -1.6705 0.005
H -1.5487 -1.9590 -0.3433 -0.003
H -3.2181 -0.8486 0.8005 0.016
```

## Properties
* DFT total energy: -303.491901 hartree
* ΔE to the lowest compared entry with this formula, charge and spin: 1.486 eV
* frontier orbital gap (alpha / beta): 10.3 / 6.1 eV
* 2S+1: 2
* max |F|: 2.2 eV Å⁻¹
* net charge: +1